Formula: C4H13NOS
Source: OMol25
Level of theory: wB97M-V/def2-TZVPD

CARTESIAN COORDINATES (ANGSTROEM)
S 0.02 2.41 -0.48
O 0.92 -0.06 3.36
N -0.65 -2.04 0.97
C 0.28 -0.46 -0.70
C -0.07 0.76 0.23
C 0.27 2.42 -2.29
C -0.63 -1.65 -0.44
H -1.61 -2.02 1.30
H 1.36 -0.60 -0.60
H -1.65 -1.36 -0.71
H -0.52 3.04 -2.72
H -1.09 0.52 0.52
H -0.30 -2.98 1.11
H 0.05 -0.13 -1.73
H 0.53 0.24 4.17
H -0.40 -2.44 -1.16
H 1.25 -0.92 3.27
H 0.62 0.85 1.07
H 0.37 1.49 -2.84
H 1.23 2.94 -2.35

Properties
Expectation value of S² ... 0.753
Spin multiplicity ... 2
Charge ... +1
E_LUMO (alpha / beta) ... -3.1 / -7.8 eV
Orbital gap (alpha / beta) ... 9.97 / 5.22 eV
Largest force on an atom ... 0.0625 Eh/bohr

Listed below, in e, are the natural (NBO) charges computed for each atom:
1. S 0.85
2. O -0.98
3. N -0.86
4. C -0.40
5. C -0.61
6. C -0.80
7. C -0.23
8. H 0.37
9. H 0.23
10. H 0.19
11. H 0.28
12. H 0.29
13. H 0.38
14. H 0.20
15. H 0.50
16. H 0.22
17. H 0.49
18. H 0.31
19. H 0.27
20. H 0.28